Entry 1:
Below is a single C20H20N4O2S molecule, with properties calculated with the ωB97M-V functional and the def2-TZVPD basis.

Positions of all 47 atoms, in Å:
C -4.2307 -3.5184 -0.2867
C -3.4238 -2.2365 -0.3304
O -2.2793 -2.1912 -0.7233
N -4.1314 -1.1635 0.1188
C -3.7488 0.1812 0.2048
C -4.7180 1.1055 0.5924
C -4.3943 2.4449 0.6827
C -3.1168 2.8894 0.3938
C -2.1464 1.9687 0.0120
N -0.8340 2.3394 -0.2893
C -0.3270 3.5832 -0.4636
O -0.9422 4.6206 -0.3559
C 1.1590 3.6295 -0.7957
S 1.8978 2.0884 -1.4117
C 2.9755 1.7582 -0.0723
N 3.0769 2.5012 1.0008
C 4.0384 1.9081 1.7583
C 4.5136 0.7999 1.1242
N 3.8324 0.7115 -0.0625
C 3.9326 -0.3508 -1.0358
C 3.1052 -1.5321 -0.5903
C 1.7415 -1.5630 -0.8507
C 0.9604 -2.6058 -0.3848
C 1.5433 -3.6284 0.3456
C 2.9028 -3.6076 0.6052
C 3.6807 -2.5605 0.1429
C -2.4617 0.6148 -0.0777
H -4.5473 -3.7297 0.7326
H -5.1127 -3.4287 -0.9176
H -3.6175 -4.3389 -0.6478
H -5.0879 -1.3366 0.3968
H -5.7206 0.7707 0.8185
H -5.1485 3.1566 0.9821
H -2.8700 3.9349 0.4566
H -0.2006 1.5665 -0.4669
H 1.3251 4.4112 -1.5368
H 1.7180 3.8675 0.1149
H 4.3179 2.3270 2.7032
H 5.2608 0.0860 1.4007
H 4.9853 -0.6303 -1.1343
H 3.5691 0.0355 -1.9925
H 1.2943 -0.7673 -1.4291
H -0.0985 -2.6169 -0.5892
H 0.9365 -4.4433 0.7114
H 3.3601 -4.4055 1.1720
H 4.7418 -2.5461 0.3494
H -1.7111 -0.0992 -0.3747

Computed properties:
- net charge = 0
- calculated total energy (eV) = -41956.77823
- multiplicity = 1
- relative energy (zero: lowest compared OMol25 entry of this formula, charge and spin) (kJ/mol) = 20.4
- HOMO level (eV) = -8.15
- frontier orbital gap (eV) = 8.75
- structure (SMILES) = CC(=O)Nc1cccc(NC(=O)CSc2nccn2Cc2ccccc2)c1

***

Entry 2:
Below is a molecular structure, C28H52BrN10O2Pt, with properties calculated with the ωB97M-V functional and the def2-TZVPD basis.

Positions of all 94 atoms, in Å:
Pt -0.1539 0.4311 0.0623
C -1.0633 1.1606 5.4762
N -0.5543 0.3046 4.4033
C 0.1017 -0.9235 4.8240
C -0.7448 0.7023 3.1114
N 0.1087 0.5350 2.1377
C 1.5181 0.2225 2.4630
C 2.3591 0.1968 1.1931
N 1.6264 -0.5920 0.1642
C 2.2325 -0.4765 -1.1981
C 1.1195 -0.7343 -2.2063
N 0.1223 0.3125 -1.9580
C -0.5222 0.8495 -2.9764
N -0.9304 0.0856 -4.0202
C -1.2669 -1.3131 -3.8358
C -0.9972 0.5770 -5.3863
N -0.7238 2.1820 -3.0370
C 0.2618 3.0839 -2.4401
C -1.9674 2.7691 -3.5143
C 1.5545 -2.0527 0.5445
C 0.2036 -2.5635 1.0367
N -0.8485 -2.3457 0.0831
C -1.6225 -3.3158 -0.2635
N -1.3277 -4.6629 -0.0517
C -2.3504 -5.6177 0.3214
C -0.1077 -5.2206 -0.5930
N -2.8231 -3.0332 -0.8595
C -3.4803 -1.7628 -0.6419
C -3.4570 -3.9203 -1.8100
N -1.9389 1.3465 2.8197
C -1.9595 2.7995 2.7861
C -3.1791 0.7203 3.2394
H -0.6769 0.7857 6.4202
H -0.7151 2.1861 5.3605
H -2.1510 1.1570 5.5319
H -0.4192 -1.2933 5.7063
H 0.0074 -1.6874 4.0559
H 1.1550 -0.7934 5.0836
H 1.9169 0.9719 3.1518
H 1.6150 -0.7445 2.9532
H 2.4762 1.2045 0.7978
H 3.3499 -0.2296 1.3835
H 2.6088 0.5394 -1.3161
H 3.0655 -1.1769 -1.2941
H 1.5064 -0.6831 -3.2274
H 0.7093 -1.7371 -2.0424
H -1.3335 -1.5403 -2.7738
H -2.2341 -1.5147 -4.3022
H -0.5230 -1.9702 -4.2959
H -0.5388 1.5589 -5.4511
H -0.4545 -0.1090 -6.0397
H -2.0288 0.6424 -5.7401
H 0.2808 3.0217 -1.3543
H 1.2475 2.8627 -2.8529
H -0.0109 4.0993 -2.7183
H -2.6737 1.9847 -3.7726
H -2.4066 3.3848 -2.7282
H -1.7955 3.3965 -4.3917
H 1.8403 -2.6223 -0.3392
H 2.3226 -2.2311 1.3013
H 0.3427 -3.6150 1.3147
H -0.0593 -2.0244 1.9504
H -3.2290 -5.0927 0.6890
H -2.6531 -6.2678 -0.5071
H -1.9752 -6.2556 1.1251
H 0.5632 -4.4183 -0.8940
H 0.4073 -5.8416 0.1452
H -0.3085 -5.8442 -1.4732
H -3.4276 -1.1232 -1.5274
H -4.5373 -1.9291 -0.4117
H -2.9987 -1.2321 0.1735
H -2.7681 -4.7021 -2.1195
H -4.3622 -4.3839 -1.4069
H -3.7420 -3.3518 -2.6990
H -1.0414 3.1784 2.3439
H -2.7881 3.1288 2.1605
H -2.1050 3.2292 3.7855
H -3.0385 -0.3549 3.3437
H -3.5788 1.1185 4.1796
H -3.9280 0.8884 2.4623
Br -7.1848 0.7665 -1.2152
C -5.9404 2.1595 -0.8899
C -6.3739 3.4754 -0.8657
C -5.4475 4.4820 -0.6291
C -4.1106 4.1736 -0.4264
C -3.6908 2.8486 -0.4504
C -4.6128 1.8355 -0.6807
C -2.2290 2.5311 -0.2356
O -1.4124 3.4361 -0.1467
O -1.9877 1.2632 -0.1809
H -7.4167 3.7085 -1.0289
H -5.7756 5.5126 -0.6064
H -3.3754 4.9478 -0.2518
H -4.2876 0.8076 -0.6927

Computed properties:
- net charge = +1
- calculated total energy (eV) = -122160.24338
- multiplicity = 1
- relative energy (zero: lowest compared OMol25 entry of this formula, charge and spin) (kJ/mol) = 1.3
- HOMO level (eV) = -10.29
- frontier orbital gap (eV) = 8.52

***

Entry 3:
Below is a molecular structure, C31H43Br2ClF9K2LiN6NaO6Si in a non-equilibrium geometry, with properties calculated with the ωB97M-V functional and the def2-TZVPD basis.

Positions of all 103 atoms, in Å:
C 5.0649 -2.5180 0.1166
Si 4.3202 -0.8030 0.0302
C 5.6673 0.3756 0.7287
C 2.8256 -0.8957 1.1512
C 1.9892 0.3987 1.2565
C 0.6924 0.3216 0.4714
F 0.5034 1.4465 -0.4485
F 0.8534 -0.6381 -0.4258
N -0.5616 0.0748 1.1485
C -1.3347 1.0190 1.7407
N -2.5392 0.8618 2.2384
C -3.0289 2.0264 2.6615
C -4.3232 2.2719 3.2718
C -5.4966 1.7256 2.4755
C -5.6097 2.3626 1.0740
N -5.1071 3.7489 1.1120
N -2.0658 2.9400 2.4400
Cl -2.2685 4.5609 2.8309
N -0.9819 2.3253 1.8845
C 0.1801 3.1428 1.6282
C 0.0036 3.9510 0.3135
C 1.3760 4.2648 -0.3182
C 1.3294 4.6507 -1.7885
O 2.3076 4.5356 -2.4646
O 0.1639 5.1736 -2.3119
C -0.9516 -1.3503 1.0743
F 0.0860 -2.1179 1.3939
F -1.8488 -1.6889 2.0368
C -1.5463 -1.6916 -0.2632
C -0.9968 -2.7609 -0.9318
C -1.4537 -3.1129 -2.1910
C -2.4701 -2.3604 -2.7469
C -3.0532 -1.3092 -2.0530
C -4.1643 -0.5322 -2.7158
F -5.3446 -1.1154 -2.5347
F -3.9564 -0.5255 -4.0680
F -4.2029 0.7424 -2.3353
C -2.5999 -0.9649 -0.7979
C 3.8732 -0.4547 -1.7565
C 3.0687 -1.3432 -2.4821
C 2.7911 -1.0724 -3.8129
C 3.2936 0.0466 -4.4626
C 4.0674 0.9398 -3.7362
C 4.3572 0.6877 -2.4009
H 5.4599 -2.6766 1.1239
H 5.8547 -2.6480 -0.6209
H 4.2440 -3.2202 -0.0406
H 6.3484 -0.2490 1.3084
H 5.2681 1.1055 1.4604
H 6.2407 0.8358 -0.0920
H 2.2753 -1.8403 0.8790
H 3.2390 -1.0792 2.1528
H 2.5614 1.2476 0.8499
H 1.7755 0.6731 2.2956
H -4.4799 3.3163 3.5243
H -4.3091 1.7427 4.2331
H -5.5072 0.6342 2.4549
H -6.3737 2.0449 3.0447
H -6.6708 2.3728 0.8422
H -5.0196 1.7793 0.3586
H -5.9165 4.3534 1.0132
H -4.4399 3.8877 0.3621
H 0.3696 3.8656 2.4194
H 1.1142 2.6133 1.5001
H -0.5126 4.8957 0.4650
H -0.6567 3.3475 -0.3198
H 2.0489 3.4108 -0.2362
H 1.7936 5.1136 0.2234
H -0.4264 4.4948 -2.6562
H -0.1645 -3.3282 -0.5279
H -1.0052 -3.9461 -2.7138
H -2.7965 -2.6394 -3.7453
H -3.0551 -0.1414 -0.2617
H 2.6976 -2.2254 -1.9589
H 2.1884 -1.7790 -4.3698
H 3.0676 0.1878 -5.5110
H 4.4563 1.8116 -4.2466
H 4.9942 1.4113 -1.8972
C -0.3097 -7.0777 0.5345
N 0.3550 -6.3838 -0.6045
O 0.7096 -5.2349 -0.4394
O 0.4954 -7.0276 -1.6243
H -0.3650 -6.3897 1.3698
H -1.3006 -7.3739 0.2038
H 0.2913 -7.9466 0.7838
F 1.8942 -2.9492 -0.4100
O -6.9311 4.4300 3.2601
H -6.0369 4.7483 3.0868
Li 0.5115 2.2967 -1.9382
Br 2.5776 -3.2414 6.1710
C 0.9703 -2.1559 6.2670
C 0.6791 -1.4910 4.9502
Br 1.8709 0.0296 4.6439
H 1.1139 -1.4473 7.0759
H 0.1686 -2.8439 6.5248
H -0.3259 -1.0740 4.9432
H 0.7994 -2.1574 4.1013
K -2.0997 -2.3033 -5.4450
O -0.3312 -1.1701 -7.2977
H 0.3784 -0.5858 -7.0167
K -1.5146 -0.6787 -9.2643
F 2.1608 -1.4095 -8.3295
Na 6.6668 2.7255 1.1081

Computed properties:
- net charge = +1
- calculated total energy (eV) = -276266.41776
- multiplicity = 1
- HOMO level (eV) = -6.84
- frontier orbital gap (eV) = 1.76

***

Entry 4:
Below is 2 unconnected molecules or ions with the total composition C4H12 in a non-equilibrium geometry, with properties calculated with the ωB97M-V functional and the def2-TZVPD basis.

Positions of all 16 atoms, in Å:
C 1.1761 -1.5588 1.8616
C 0.1093 -2.0355 0.8998
H 1.0423 -1.7985 2.9235
H 2.1382 -2.0128 1.5916
H 1.3320 -0.4842 1.7595
H 0.3885 -1.6368 -0.0834
H -0.8630 -1.5557 1.0381
H -0.0105 -3.1108 0.8040
C -0.1825 2.1741 -0.9081
C -1.1429 1.3813 -1.7930
H 0.8324 1.8204 -1.0535
H -0.1924 3.2457 -1.1132
H -0.4393 2.0536 0.1477
H -2.1854 1.5482 -1.5343
H -0.9403 0.3207 -1.6922
H -1.0625 1.6490 -2.8481

Computed properties:
- net charge = 0
- calculated total energy (eV) = -4342.41409
- multiplicity = 1
- relative energy (zero: lowest compared OMol25 entry of this formula, charge and spin) (kJ/mol) = 11.0
- HOMO level (eV) = -11.66
- frontier orbital gap (eV) = 12.77
- structure (SMILES) = CC.CC